[1]
Density functional theory data (ωB97M-V with the def2-TZVPD basis set) for a molecular structure, C52H42BrClFeN6O3P2Se2 in a non-equilibrium geometry.

Its total energy is -335906.8180 eV. The frontier orbital gap (spin up / spin down) is 6.339 / 5.299 eV. As for the total charge: +1. The spin multiplicity is 6. For the HOMO energy (spin up / spin down), the calculation gives -9.707 / -9.565 eV. The expectation value of S² is 8.8295. The LUMO energy (spin up / spin down) is -3.4 / -4.3 eV. The energy above the lowest of the compared OMol25 structures with the same formula, charge and spin comes out at 27.1 kJ/mol.

Last column: Mulliken charge in e.
Cartesian coordinates (Å):
Br -0.29632 -1.38127 -7.00847  -0.175
Se 2.27947 -0.69002 -0.33071  -0.328
Se -2.70736 -4.52647 1.17365  -0.269
Fe 1.18253 1.74425 -0.20761  0.677
Cl -3.13081 5.48600 -1.78394  -0.192
P -3.37789 -2.56195 0.84560  0.990
P 0.68858 -2.10652 -0.17193  0.878
O 3.25968 1.81486 -0.05129  -0.159
O 1.26864 1.75675 1.73918  0.356
O 7.66160 1.76829 1.63469  -0.457
N -1.60548 0.79037 0.74586  1.000
N -2.58931 -0.02251 0.98566  -1.281
N 1.62377 3.90370 -0.08216  0.570
N -0.82679 2.76006 -0.15226  0.363
N 1.12188 1.98435 -2.14222  1.225
N -0.51528 0.22941 0.28279  1.101
C 4.53552 1.82376 3.37108  -1.299
C 3.48837 5.89283 -0.55536  -0.548
C -0.76545 -3.81720 -1.86195  0.297
C 0.80227 -4.88355 3.45938  -0.581
C -5.57363 -0.94425 4.52501  -0.522
C 2.27832 3.94443 -1.25739  -0.011
C -4.31192 -1.92299 2.26296  0.501
C -4.52805 -1.67695 -2.97009  -0.747
C 2.81263 5.83064 0.65890  -0.991
C -1.61891 2.25405 0.94207  0.554
C 1.02554 -4.57679 1.08785  -0.547
C 0.40478 -3.08869 -1.66464  0.402
C -5.82486 -2.16769 -3.01154  -0.634
C 0.77510 -3.22089 1.25279  0.888
C -3.46386 3.73806 0.26957  -0.306
C -5.48302 -1.18710 2.13312  -0.314
C 1.40995 -3.09854 -2.62891  -0.865
C 0.77773 1.25983 -3.28876  -0.494
C 5.86772 1.82359 3.11710  -1.158
C 3.55938 1.81646 2.33654  0.759
C 0.09248 -0.27887 -5.51951  -0.435
C 0.84401 0.87359 -5.68445  -0.909
C 2.03534 2.91573 -2.23166  -0.224
C 4.03595 1.82765 0.97144  -0.081
C 1.03424 -5.40782 2.19767  -0.689
C -4.34999 -2.35538 -0.66923  0.096
C -6.11435 -0.70508 3.27117  -0.818
C -6.37475 -2.77621 -1.89127  -0.725
C 1.63876 1.67978 4.03099  -1.871
C -1.32364 3.68982 -0.90716  -0.023
C -3.78837 -1.77027 -1.80112  0.261
C -4.39889 -1.67512 4.65136  -0.742
C 1.88175 4.82081 0.83631  -0.283
C 8.19010 1.69572 0.32060  -0.775
C 5.43306 1.82995 0.73946  -0.551
C -5.63831 -2.88151 -0.72266  -0.373
C 6.33235 1.80858 1.77789  1.022
C -0.93000 -4.54227 -3.03173  -0.883
C 2.16701 1.76057 2.61811  0.386
C 0.59772 -3.51990 3.62754  -0.653
C 0.06951 -4.54811 -3.99553  -0.682
C 0.58968 -2.68401 2.52503  -0.378
C -3.01434 2.76474 1.08167  -1.381
C -3.77058 -2.17231 3.52216  -0.455
C -0.39923 -0.61956 -4.27035  -0.112
C 3.21596 4.95314 -1.52352  -1.151
C -2.60584 4.23917 -0.74253  -0.438
C -0.78679 -1.08098 0.21895  -0.999
C 1.24021 -3.83034 -3.79314  -0.540
C 1.15894 1.64618 -4.58448  -0.838
C -0.05210 0.14287 -3.17365  0.837
C -2.12466 -1.23533 0.66598  0.523
H -2.77432 -1.39009 -1.77554  0.028
H -1.04762 -1.48050 -4.16402  0.616
H 5.74220 1.82100 -0.29647  0.355
H 1.19693 -4.97912 0.09739  0.456
H -6.05816 -3.37798 0.14408  0.540
H 4.22415 1.82335 4.40509  0.288
H 2.68843 2.93469 -3.10157  0.508
H 3.00851 6.54148 1.44842  0.465
H 0.43939 -3.11062 4.61730  0.471
H -6.40601 -2.07958 -3.91990  0.411
H -7.03308 -0.14060 3.17588  0.422
H -5.90142 -0.98827 1.15495  0.423
H 4.22142 6.66846 -0.73155  0.449
H 1.20561 -6.46878 2.07370  0.419
H 7.94128 2.59010 -0.25516  0.309
H 9.26732 1.62623 0.43493  0.250
H 3.72216 4.96532 -2.48038  0.524
H -4.46147 4.14196 0.37433  0.491
H 1.17432 0.70094 4.16363  0.203
H -7.37983 -3.17507 -1.92919  0.406
H -1.05552 2.41501 1.87167  0.063
H 1.31483 4.73837 1.75837  0.514
H 2.31599 -2.53030 -2.45836  0.392
H -3.98080 -1.86408 5.63148  0.424
H -0.06657 -5.11544 -4.90711  0.415
H 6.59862 1.82200 3.91392  0.453
H 1.17215 1.17030 -6.67110  0.431
H 2.01616 -3.82705 -4.54716  0.474
H -1.53596 -3.83454 -1.10208  -0.093
H -6.07413 -0.56672 5.40726  0.412
H -4.08627 -1.21863 -3.84585  0.525
H -3.62219 2.33540 1.86652  0.521
H 0.44777 -1.61530 2.64507  0.325
H -0.43242 -0.11554 -2.20129  0.013
H 7.82013 0.81207 -0.20366  0.321
H 1.68061 2.58024 -4.74360  0.467
H -1.84328 -5.10260 -3.18595  0.499
H -2.86980 -2.76892 3.60576  0.368
H 2.38898 1.81582 4.80056  0.513
H 0.85912 2.43201 4.15709  0.296
H -0.69148 4.03957 -1.71735  0.427
H 0.78451 -5.53816 4.32095  0.405

---

[2]
Density functional theory data (ωB97M-V with the def2-TZVPD basis set) for a molecular structure, C52H42N2NaOP2S2.

Its total energy is -104296.0120 eV. The frontier orbital gap is 7.932 eV. As for the total charge: +1. For the HOMO energy, the calculation gives -10.089 eV. The LUMO energy is -2.2 eV. The energy above the lowest of the compared OMol25 structures with the same formula, charge and spin comes out at 32.0 kJ/mol.

Last column: Mulliken charge in e.
Cartesian coordinates (Å):
S 0.34954 -1.06383 1.31404  1.625
S 0.04879 -2.79671 -3.76822  -0.384
P 1.80548 0.79326 -0.78008  0.743
P -2.43270 -0.14036 0.23583  1.682
Na -0.34907 -1.19113 -1.61940  0.781
O -0.21362 -2.15924 0.43775  -0.933
N -1.41780 -1.03324 -5.26338  0.062
N 0.68526 -1.00104 -5.71440  0.290
C -4.14238 4.13397 0.58543  -0.675
C 4.31016 -1.01273 1.95115  0.911
C 2.74886 2.02588 -4.55381  -0.751
C -3.76588 1.98113 1.59825  -0.472
C 6.56693 -0.87292 2.69005  -0.909
C -1.81097 -1.70285 5.31060  0.022
C 5.42954 0.94684 1.17553  -1.263
C 1.48450 4.88982 -0.31756  -0.865
C -3.90532 -1.79126 4.30407  -0.110
C -4.14882 -2.17011 5.74374  -0.755
C 1.27603 2.48597 -0.32322  0.845
C -1.24452 -0.09124 -6.26155  -0.685
C -4.91499 -2.42217 -2.92175  -0.593
C 4.02474 1.52548 -4.77896  -0.676
C -5.27122 -1.11609 -2.61686  -0.774
C -0.23183 -1.59724 -4.92703  -0.081
C -2.52675 -1.57233 4.10124  1.845
C -2.77040 -2.00480 6.43438  -0.785
C 0.17624 -1.29930 4.06649  -0.258
C -4.57301 -0.40528 -1.64804  -0.210
C -2.88236 -0.99160 1.79822  0.054
C 4.25054 1.24437 0.45705  0.184
C 1.92255 3.64603 -0.74844  -0.148
C 5.97661 -2.24322 3.11807  -0.831
C -1.94961 -1.24579 2.86209  -1.202
C -3.56461 3.67606 -0.59235  -0.678
C 3.08749 -0.67336 1.34777  -1.079
C -3.16464 -2.32016 -1.27777  -0.744
C -4.23157 3.28878 1.67986  -0.678
C 2.10607 -1.29706 -5.65163  -0.931
C -4.75962 -1.65555 3.25006  -1.312
C 2.75486 1.08118 -2.32414  0.658
C 0.07382 -0.06969 -6.53725  -0.146
C 0.39949 4.98987 0.54304  -0.823
C -3.19491 1.50937 0.41946  0.032
C 5.47135 -0.21697 1.88630  0.232
C 2.23725 -2.72710 2.36585  0.125
C 2.11524 1.79282 -3.34273  -0.679
C 2.01006 -1.54575 1.69608  -0.273
C -0.46116 -1.51690 5.30657  -1.611
C -3.86109 -3.02508 -2.24673  -0.756
C -3.07983 2.38206 -0.66471  -0.421
C 4.53410 -2.19853 2.67782  0.170
C -0.24831 3.84177 0.97322  -0.592
C -4.22340 -1.22709 2.01827  -0.066
C 4.01638 0.54708 -2.57744  -0.527
C 3.51090 -3.09169 2.84155  -1.289
C 4.64665 0.77086 -3.79547  -0.769
C -3.51135 -1.00041 -0.97142  0.242
C 0.18834 2.59923 0.54032  -0.179
C -0.50977 -1.21574 2.87797  -0.197
C 3.11264 0.46502 0.47456  0.084
H 2.51996 -0.94222 -4.70878  0.290
H -4.51443 5.14803 0.64923  0.395
H 4.52846 1.71693 -5.71769  0.418
H -1.10448 3.90833 1.63301  0.522
H -5.46392 -2.97326 -3.67424  0.410
H 6.28047 1.61246 1.11040  0.459
H -3.84787 1.33358 2.46088  0.250
H -2.06120 0.46567 -6.68187  0.448
H 2.76542 3.58553 -1.42518  0.388
H 6.49253 -3.06808 2.62348  0.334
H -4.91761 -1.54672 6.20026  0.331
H -5.82437 -1.82589 3.34447  0.468
H -4.67050 3.64264 2.60379  0.425
H -2.35668 -2.80434 -0.73649  0.582
H 1.12826 2.21095 -3.17216  0.576
H 0.13126 -1.57068 6.21054  0.471
H 2.24979 2.61349 -5.31434  0.470
H 1.25364 -1.22079 4.06030  0.714
H 5.63489 0.36440 -3.96768  0.422
H -6.10342 -0.64847 -3.12750  0.449
H -4.91654 -1.03857 1.20622  0.554
H -4.86345 0.61129 -1.41597  0.419
H 0.05900 5.96265 0.87332  0.420
H -3.47603 4.33447 -1.44670  0.446
H 2.25185 -2.37247 -5.72455  0.403
H -2.59659 2.04564 -1.57701  0.448
H 1.39287 -3.37579 2.56546  0.656
H 2.59911 -0.79588 -6.47992  0.321
H -2.29127 -1.36048 -4.88372  0.189
H 1.99285 5.78385 -0.65485  0.447
H -3.57810 -4.04423 -2.47499  0.444
H -4.50002 -3.20155 5.80518  0.283
H 3.64573 -4.03305 3.35766  0.465
H 0.63224 0.51362 -7.24656  0.446
H 6.06414 -2.41460 4.19095  0.362
H -2.78236 -1.18140 7.15053  0.312
H 7.48401 -0.98119 2.11126  0.368
H -2.47448 -2.89806 6.98440  0.345
H 4.26527 2.11736 -0.18572  0.427
H 6.81205 -0.26104 3.55990  0.329
H -0.32441 1.70608 0.87235  0.207
H 4.52502 -0.02951 -1.81607  0.411